C5H12N4PdS2SbSe4 | ωB97M-V/def2-TZVPD

Geometry as ORCA input:
```
! RIJCOSX wB97M-V def2-TZVPD def2/J DEFGRID3
* xyz -1 1
Pd -0.932 1.075 0.946
C 1.232 -3.492 2.436
C 1.119 -2.056 2.788
N 2.096 -1.307 3.183
N 1.532 -0.076 3.367
C 0.215 -0.015 3.046
S -0.830 1.253 3.305
N -0.057 -1.342 2.719
N -1.215 -1.718 2.059
H 2.227 -3.836 2.706
H 1.090 -3.651 1.366
H 0.486 -4.084 2.968
H 2.081 0.705 3.677
H -1.005 -2.287 1.249
H -1.896 -2.146 2.673
Se -0.324 6.418 -2.423
Sb -0.668 4.522 -3.776
Se -2.207 1.908 -1.201
Se 1.184 3.100 -4.268
Se -2.789 4.058 -4.702
C -1.028 0.007 -3.444
S -1.009 0.142 -1.630
C 0.711 0.652 -1.452
H -0.467 -0.882 -3.729
H -0.604 0.910 -3.881
H -2.071 -0.089 -3.734
H 0.871 1.571 -2.014
H 1.337 -0.150 -1.848
H 0.920 0.813 -0.387
*
```

E_HOMO, eV: -4.42
Energy above the lowest of the compared OMol25 structures with the same formula, charge and spin, kJ/mol: 240.1
Energy, hartree: -11187.02692
HOMO-LUMO gap, hartree: 0.231

These are the Löwdin partial charges, in e, on atoms 1 to 2:
1 Pd -0.1083
2 C -0.0169